Below is a molecular structure, C16H22BN7RhSSbSe4, with properties calculated with ωB97M-V/def2-TZVPD.

Each line ends with the Mulliken charge.
CARTESIAN COORDINATES (ANGSTROEM)
1 Rh -0.8173 -1.4403 -0.9828  0.2024
2 C -1.9983 0.8361 -3.5394  -1.6733
3 C -1.1922 1.4264 -2.4281  0.4934
4 C -0.6403 2.7137 -2.3779  -1.3734
5 C 0.0908 2.7534 -1.2081  0.8943
6 C 0.9539 3.8528 -0.6825  -1.2640
7 N -0.0367 1.5591 -0.6069  0.7318
8 N -0.8411 0.7503 -1.3416  0.7060
9 B 0.5691 1.0579 0.7235  -0.7785
10 N -0.5317 0.4691 1.6266  0.3152
11 N -1.2073 -0.6493 1.2596  0.3101
12 C -2.0438 -0.9438 2.2395  0.6754
13 C -2.9461 -2.1341 2.1894  -1.4320
14 C -1.9161 0.0072 3.2735  -1.4482
15 C -0.9441 0.8834 2.8413  0.9580
16 C -0.3820 2.0867 3.5256  -1.3251
17 N 1.6767 0.0034 0.4619  1.2358
18 N 1.3633 -1.2806 0.1234  0.1572
19 C 2.4984 -1.9598 0.1405  0.5354
20 C 2.5992 -3.4084 -0.2120  -1.5131
21 C 3.5648 -1.1226 0.5129  -1.1939
22 C 2.9963 0.1178 0.7048  0.6287
23 C 3.6560 1.4144 1.0440  -1.2628
24 H -1.9935 1.5303 -4.3812  0.3502
25 H -3.0307 0.6453 -3.2490  0.2785
26 H -1.5693 -0.1125 -3.8617  0.3155
27 H -0.7265 3.4913 -3.1197  0.3879
28 H 0.8428 4.7253 -1.3267  0.3748
29 H 2.0046 3.5609 -0.6885  0.1459
30 H 0.6913 4.1360 0.3374  0.2039
31 H 1.0626 2.0011 1.2879  -0.1862
32 H -2.5852 -2.8944 1.5001  0.1965
33 H -3.9523 -1.8734 1.8583  0.2339
34 H -3.0280 -2.5858 3.1804  0.3442
35 H -2.4550 0.0419 4.2078  0.4227
36 H -0.9011 2.2320 4.4739  0.3395
37 H -0.5049 2.9886 2.9237  0.2316
38 H 0.6847 1.9799 3.7312  0.2278
39 H 1.7528 -3.9758 0.1672  0.2585
40 H 3.5233 -3.8136 0.2054  0.3801
41 H 2.6160 -3.5506 -1.2947  0.2246
42 H 4.6092 -1.3814 0.5881  0.3931
43 H 4.7249 1.2448 1.1779  0.3809
44 H 3.2593 1.8629 1.9555  0.2019
45 H 3.5292 2.1354 0.2355  0.1142
46 Se -5.2484 -3.5248 -3.8145  -0.6999
47 Sb -3.7636 -4.0073 -1.8975  0.4699
48 Se -3.1007 -1.5291 -1.3390  -0.3383
49 Se -0.8480 -3.7571 -0.9128  -0.3743
50 Se -4.8861 -4.7967 0.1125  -0.7029
51 S 2.7970 0.2757 -3.4001  -0.5226
52 C 1.4756 -0.6868 -3.0919  0.2380
53 N 0.5486 -1.3548 -2.8526  -0.4693

The charge is -2. The HOMO-LUMO gap (spin up / spin down) comes out at 5.4 / 5.5 eV. The HOMO energy (spin up / spin down) is -0.04761 / -0.06945 Eh. As for the spin multiplicity: 5. The total energy comes out at -11385.98321 hartree. As for the expectation value of S²: 6.0379. The value obtained for the lowest unoccupied orbital energy (spin up / spin down) is 4.1 / 3.6 eV.

Below is C16H22Cl2N2O7 in the gas phase at a distorted geometry, with properties calculated with ωB97M-V/def2-TZVPD.

Each line ends with the Mulliken charge.
CARTESIAN COORDINATES (ANGSTROEM)
1 O 0.1623 -4.1657 -1.8462  -0.7287
2 O -0.3136 0.8565 2.6318  -0.6293
3 O 2.6775 0.6067 0.5954  -0.6523
4 Cl 3.5100 -0.6648 -2.8321  -0.1661
5 Cl 1.8631 1.6262 -3.5747  -0.1552
6 O -2.2244 -4.2793 -0.7398  -0.6238
7 O -3.8603 -0.0897 0.8366  -0.6989
8 O 0.6193 -2.1829 -2.8807  -0.2901
9 O -1.5429 1.1435 0.3607  -0.7155
10 C 0.0280 -2.9635 -1.9109  -0.0102
11 C 0.6661 1.3210 3.2298  0.6580
12 C 1.7692 1.3423 0.2849  0.2874
13 C -1.9606 -3.0030 -0.3855  -0.1783
14 C -0.8392 -2.3606 -0.8922  0.0409
15 N 1.4668 2.2462 2.6139  -0.1495
16 N 0.9703 0.9617 -0.7996  0.3435
17 C 0.9809 0.8268 4.6153  -1.3557
18 C 2.4277 3.6379 0.8763  -1.7252
19 C 1.3837 2.5579 1.1671  0.1778
20 C -2.9275 -2.4050 0.5729  -1.1315
21 C -0.6173 -0.1470 -3.3606  -1.5678
22 C 1.8650 -0.1783 -3.4811  -0.2041
23 C -2.6502 -0.8733 0.8511  0.4152
24 C 0.6558 -0.7595 -2.6867  0.6821
25 C -1.7364 -0.1756 -0.1432  -0.6371
26 C -0.4423 -1.0258 -0.3244  1.2782
27 C 0.7658 -0.4634 -1.1318  -1.7773
28 H -1.4191 -4.6413 -1.1697  0.4374
29 H -3.5837 0.8401 0.6853  0.4145
30 H -1.2148 1.0598 1.3237  0.6112
31 H 2.4269 2.3904 3.0323  0.3036
32 H 0.1329 1.5400 -0.8000  0.4665
33 H 1.7856 0.0759 4.6001  0.2832
34 H 1.2627 1.6804 5.2271  0.4093
35 H 0.0681 0.4075 5.0844  0.3373
36 H 3.3904 3.3187 1.2861  0.4441
37 H 2.5887 3.7587 -0.2051  0.3629
38 H 2.1351 4.5666 1.2933  0.4432
39 H 0.4137 2.8906 0.8818  0.4225
40 H -2.8331 -2.9595 1.4997  0.3373
41 H -3.9402 -2.5459 0.1672  0.3639
42 H -0.9202 0.7735 -2.8782  0.2644
43 H -1.4429 -0.8608 -3.2663  0.3928
44 H -0.4632 0.0315 -4.4508  0.4007
45 H 1.7958 -0.5514 -4.4930  0.5436
46 H -2.1950 -0.8059 1.8300  0.2479
47 H -2.2342 -0.1273 -1.1245  0.4525
48 H -0.0825 -1.2013 0.6858  0.6737
49 H 1.6323 -1.0291 -0.8555  0.9011

The SMILES is CC(=O)N[C@@H](C)C(=O)N[C@H]1[C@@H]2C(=C(O)C[C@H](O)[C@H]2O)C(=O)O[C@]1(C)C(Cl)Cl. The HOMO-LUMO gap comes out at 9.2 eV. The energy relative to the best compared isomer or geometry (same formula, charge and spin) comes out at 0.00 kJ/mol. The HOMO energy is -0.32224 Eh. The total energy comes out at -2179.50820 hartree. The value obtained for the lowest unoccupied orbital energy is 0.4 eV.

Below is 2 unconnected molecules or ions with the total composition C16H22ClF4N2O2S at a distorted geometry, with properties calculated with ωB97M-V/def2-TZVPD.

Each line ends with the Mulliken charge.
CARTESIAN COORDINATES (ANGSTROEM)
1 Cl -12.0157 -1.7806 -0.8579  -0.0996
2 C -11.3816 -0.1654 -0.3647  -0.4303
3 N -10.1650 -0.2416 0.4990  -0.2217
4 C -10.4555 -0.9563 1.8428  -0.5412
5 C -9.2064 -0.9519 2.6811  -0.5342
6 N -8.1641 -0.2305 1.9403  -0.0307
7 F -5.2318 0.2949 3.5137  -0.1466
8 C -8.5404 1.1793 1.7084  -0.7281
9 C -9.7647 1.1954 0.8278  -0.4964
10 C -7.7809 -0.8863 0.6722  -0.7229
11 C -8.9684 -0.9019 -0.2375  -0.4321
12 H -11.1384 0.3856 -1.2919  0.3948
13 H -12.1887 0.3451 0.1928  0.3984
14 H -11.2480 -0.3593 2.3058  0.3819
15 H -10.7915 -1.9616 1.5712  0.3913
16 H -9.3561 -0.4445 3.6418  0.3337
17 H -8.8565 -1.9650 2.9192  0.2971
18 H -8.7235 1.6639 2.6718  0.3654
19 H -7.6974 1.6924 1.2384  0.3538
20 H -9.5753 1.6616 -0.1438  0.4100
21 H -10.6358 1.6213 1.3351  0.4196
22 H -6.9541 -0.3187 0.2338  0.3726
23 H -7.4018 -1.8960 0.8656  0.3312
24 H -9.3087 -1.9070 -0.4926  0.4097
25 H -8.8151 -0.2735 -1.1176  0.3723
26 C -2.9785 5.4505 5.1022  -1.3484
27 C -3.3411 3.9889 5.0988  1.0109
28 C -2.7802 3.1820 4.1039  -0.6236
29 C -3.1463 1.8417 4.0836  -0.5541
30 C -3.9899 1.3060 5.0701  0.7061
31 C -4.6218 -0.0211 4.6772  -0.2122
32 S -5.7038 -0.9460 5.9304  0.9045
33 C -5.3899 -2.7011 5.3035  0.6487
34 F -5.9673 -3.6098 6.1107  -0.1974
35 F -5.9543 -2.7734 4.0652  -0.1821
36 F -4.0668 -2.9972 5.1988  -0.2150
37 O -5.1826 -0.9457 7.2922  -0.5799
38 O -7.0995 -0.6367 5.6137  -0.5261
39 C -4.6897 2.1720 5.9125  -0.4747
40 C -4.3109 3.5140 5.9668  -0.8075
41 H -3.5306 5.9473 5.9170  0.3397
42 H -1.9013 5.4743 5.3236  0.3240
43 H -3.1394 6.0020 4.1498  0.3112
44 H -2.2817 3.6528 3.2369  0.3287
45 H -2.9361 1.2730 3.1627  0.3025
46 H -3.8821 -0.8141 4.4440  0.5215
47 H -5.6596 1.8702 6.3536  0.2463
48 H -4.9359 4.2617 6.5017  0.2288

The charge is +1. The HOMO-LUMO gap comes out at 8.9 eV. The energy relative to the best compared isomer or geometry (same formula, charge and spin) comes out at 0.00 kJ/mol. The HOMO energy is -0.41809 Eh. The total energy comes out at -2140.38675 hartree. The value obtained for the lowest unoccupied orbital energy is -2.5 eV.